No. 1
Here is a cluster of 10 separate species, C31H74N10O10 in total from the Open Molecules 2025 dataset. Energies are from wB97M-V/def2-TZVPD.

Each line ends with the Löwdin charge.
CARTESIAN COORDINATES (ANGSTROEM)
1 C -25.21 -6.33 -1.11  -0.060
2 C -26.02 -6.86 -2.32  -0.427
3 C -27.04 -7.92 -1.84  -0.214
4 O -27.60 -8.51 -2.96  -0.200
5 C -26.87 -9.48 -3.61  -0.133
6 N -26.65 -5.72 -2.88  0.068
7 H -24.54 -5.56 -1.48  0.068
8 H -24.69 -7.17 -0.65  0.074
9 H -25.85 -5.90 -0.34  0.059
10 H -25.29 -7.41 -2.91  0.133
11 H -27.88 -7.56 -1.24  0.124
12 H -26.86 -8.77 -1.19  0.119
13 H -26.25 -10.13 -2.99  0.095
14 H -26.22 -9.06 -4.38  0.077
15 H -27.57 -9.94 -4.31  0.091
16 H -27.28 -6.06 -3.59  0.061
17 H -27.26 -5.29 -2.19  0.044
18 C -32.35 -3.37 1.37  -0.345
19 O -32.37 -4.18 0.46  -0.028
20 N -32.13 -2.06 1.16  -0.183
21 C -32.28 -1.06 2.19  -0.066
22 C -31.66 -1.69 -0.20  -0.009
23 H -32.47 -3.66 2.43  0.122
24 H -31.47 -0.36 2.39  0.079
25 H -32.60 -1.29 3.21  0.089
26 H -32.96 -0.37 1.68  0.081
27 H -32.48 -1.06 -0.55  0.086
28 H -30.82 -1.08 0.11  0.084
29 H -31.42 -2.45 -0.95  0.077
30 C -23.39 -2.75 -1.16  -0.350
31 O -24.20 -2.22 -1.87  0.000
32 N -22.10 -2.35 -1.23  -0.168
33 C -21.13 -2.85 -0.24  -0.072
34 C -21.61 -1.22 -2.07  -0.020
35 H -23.67 -3.46 -0.37  0.114
36 H -20.79 -2.01 0.35  0.081
37 H -20.31 -3.43 -0.66  0.083
38 H -21.47 -3.53 0.55  0.080
39 H -20.66 -1.50 -2.52  0.085
40 H -22.28 -0.83 -2.83  0.084
41 H -21.45 -0.39 -1.38  0.081
42 C -30.53 -5.05 -2.63  -0.256
43 O -29.40 -4.73 -2.24  -0.022
44 N -30.87 -5.22 -3.97  -0.196
45 C -32.15 -5.66 -4.33  -0.104
46 C -30.05 -4.88 -5.09  -0.040
47 H -31.39 -5.21 -1.97  0.129
48 H -32.10 -6.59 -4.90  0.092
49 H -32.67 -5.05 -5.07  0.088
50 H -32.81 -5.86 -3.48  0.095
51 H -29.54 -3.93 -4.91  0.087
52 H -29.24 -5.58 -5.30  0.091
53 H -30.71 -4.76 -5.94  0.088
54 C -26.06 -0.81 -5.36  -0.290
55 O -25.89 -0.14 -6.40  -0.020
56 N -27.26 -0.85 -4.68  -0.178
57 C -27.37 -1.35 -3.34  -0.104
58 C -28.45 -0.04 -5.03  -0.045
59 H -25.35 -1.41 -4.78  0.134
60 H -27.06 -0.64 -2.57  0.086
61 H -26.68 -2.16 -3.11  0.070
62 H -28.35 -1.72 -3.02  0.077
63 H -28.26 0.45 -5.99  0.078
64 H -29.32 -0.70 -5.05  0.080
65 H -28.65 0.83 -4.40  0.086
66 C -28.23 -1.87 2.03  -0.325
67 O -28.76 -1.91 3.15  -0.038
68 N -28.16 -2.83 1.10  -0.138
69 C -28.83 -4.16 1.22  0.007
70 C -27.25 -2.67 0.01  -0.075
71 H -27.78 -0.94 1.63  0.125
72 H -29.52 -4.24 0.38  0.067
73 H -29.30 -4.28 2.19  0.083
74 H -28.18 -5.03 1.08  0.079
75 H -27.74 -2.84 -0.95  0.073
76 H -26.76 -1.70 -0.10  0.088
77 H -26.34 -3.26 0.12  0.063
78 C -26.11 0.94 3.06  -0.264
79 O -27.02 1.54 2.43  -0.026
80 N -24.89 0.53 2.53  -0.199
81 C -24.54 1.03 1.20  -0.040
82 C -23.82 -0.15 3.13  -0.106
83 H -26.12 0.65 4.13  0.119
84 H -23.67 0.46 0.87  0.076
85 H -24.21 2.07 1.18  0.094
86 H -25.41 0.91 0.56  0.086
87 H -22.98 0.53 3.22  0.095
88 H -23.98 -0.43 4.17  0.092
89 H -23.59 -1.05 2.55  0.081
90 C -30.58 -3.39 5.13  -0.358
91 O -31.73 -3.37 4.79  0.028
92 N -30.02 -4.15 6.11  -0.181
93 C -30.73 -5.34 6.59  -0.047
94 C -28.75 -3.78 6.71  -0.051
95 H -29.85 -2.61 4.85  0.094
96 H -30.07 -6.17 6.82  0.082
97 H -31.17 -5.83 5.72  0.084
98 H -31.56 -5.21 7.28  0.090
99 H -28.27 -3.02 6.09  0.069
100 H -28.96 -3.31 7.67  0.075
101 H -28.24 -4.73 6.83  0.081
102 C -27.51 1.39 7.99  -0.352
103 O -26.54 1.77 7.34  0.001
104 N -28.49 0.67 7.45  -0.188
105 C -28.49 0.28 6.03  -0.025
106 C -29.49 -0.04 8.26  -0.044
107 H -27.69 1.38 9.07  0.131
108 H -28.25 -0.76 5.80  0.068
109 H -27.83 0.90 5.42  0.067
110 H -29.50 0.51 5.69  0.094
111 H -29.25 -1.10 8.35  0.068
112 H -29.63 0.39 9.26  0.087
113 H -30.40 0.07 7.67  0.086
114 C -25.26 -3.74 2.94  -0.339
115 O -24.90 -3.49 1.83  0.000
116 N -25.15 -4.98 3.43  -0.157
117 C -25.76 -5.36 4.68  -0.064
118 C -24.57 -6.14 2.73  -0.037
119 H -25.74 -3.00 3.59  0.146
120 H -25.15 -5.21 5.57  0.088
121 H -26.18 -6.36 4.68  0.092
122 H -26.57 -4.67 4.94  0.059
123 H -25.20 -7.01 2.59  0.091
124 H -24.28 -5.73 1.76  0.068
125 H -23.66 -6.55 3.17  0.090

* E: -68719.344 eV
* orbital gap: 8.906 eV
* HOMO level: -8.6486 eV
* SMILES string: COC[C@H](C)N.CN(C)C=O.CN(C)C=O.CN(C)C=O.CN(C)C=O.CN(C)C=O.CN(C)C=O.CN(C)C=O.CN(C)C=O.CN(C)C=O



No. 2
Here is a cluster of 7 separate species, C31H75Br2IN3O7P4S8 in total from the Open Molecules 2025 dataset. Energies are from wB97M-V/def2-TZVPD.

Each line ends with the Löwdin charge.
CARTESIAN COORDINATES (ANGSTROEM)
1 C -3.93 -3.88 2.16  0.125
2 C -2.85 -3.97 1.64  -0.173
3 C -1.51 -4.01 1.04  -0.190
4 C -0.89 -2.62 0.81  -0.304
5 C 0.60 -2.29 1.34  -0.522
6 P 0.31 -1.83 3.16  0.360
7 S -0.96 -2.87 4.17  0.280
8 P 1.86 -3.75 1.40  0.589
9 O 1.05 -4.89 0.56  -0.421
10 Br 1.89 -4.69 3.44  0.328
11 C 1.10 -1.08 0.40  -0.413
12 C 1.69 0.05 1.28  -0.234
13 C 2.31 1.28 0.59  -0.307
14 C 3.60 1.76 1.30  -0.644
15 I 3.69 3.87 1.56  0.800
16 C 2.33 -1.36 -0.53  -0.595
17 Br 2.26 -2.90 -1.73  0.862
18 C 3.69 -1.36 0.24  -0.318
19 C 4.87 -2.11 -0.36  -0.145
20 N -0.19 -0.66 -0.34  -0.407
21 S -1.15 0.62 0.55  0.888
22 P 0.01 0.48 -1.78  0.742
23 N 0.72 -0.04 -3.05  -0.236
24 C -1.22 -1.87 -0.52  -0.464
25 C -2.75 -1.55 -0.34  -0.269
26 C -3.50 -0.65 -1.32  -0.216
27 C -4.91 -0.38 -0.69  -0.184
28 C -4.89 0.69 0.39  -0.297
29 N -4.64 2.02 -0.18  0.021
30 P -1.15 -2.85 -2.09  0.942
31 C -0.63 -4.59 -2.13  -0.306
32 C -1.52 -2.07 -3.67  -0.292
33 H -4.74 -3.84 2.84  0.046
34 H -0.89 -4.54 1.77  0.077
35 H -1.55 -4.65 0.16  0.092
36 H -1.45 -2.05 1.56  0.059
37 H 1.61 -1.74 3.69  -0.014
38 H -0.14 -0.50 3.23  -0.045
39 H 1.57 -5.71 0.61  0.069
40 H 2.38 -0.37 2.00  0.091
41 H 0.93 0.49 1.93  0.056
42 H 2.57 1.15 -0.46  0.092
43 H 1.61 2.12 0.62  0.050
44 H 4.45 1.53 0.65  -0.024
45 H 3.78 1.24 2.24  0.061
46 H 2.42 -0.54 -1.24  0.050
47 H 3.60 -1.67 1.28  0.081
48 H 4.04 -0.33 0.26  0.059
49 H 4.83 -3.19 -0.21  0.059
50 H 5.73 -1.75 0.20  0.079
51 H 5.06 -1.83 -1.39  0.067
52 H -1.29 0.24 1.85  -0.095
53 H -1.31 0.89 -2.08  0.012
54 H 0.59 1.66 -1.30  0.013
55 H 1.02 -1.01 -2.98  -0.086
56 H -3.04 -1.27 0.67  0.082
57 H -3.21 -2.53 -0.47  0.102
58 H -3.07 0.35 -1.41  0.044
59 H -3.71 -1.10 -2.28  0.103
60 H -5.28 -1.34 -0.29  0.116
61 H -5.59 -0.12 -1.50  0.114
62 H -5.89 0.70 0.84  0.116
63 H -4.18 0.42 1.19  0.070
64 H -3.65 2.15 -0.28  0.005
65 H -4.95 2.71 0.50  0.047
66 H -1.49 -5.25 -2.03  0.042
67 H 0.11 -4.88 -1.40  -0.014
68 H -0.21 -4.80 -3.12  0.051
69 H -0.67 -2.04 -4.37  0.035
70 H -2.36 -2.55 -4.18  0.036
71 H -1.81 -1.03 -3.51  0.015
72 C -2.95 -7.30 7.04  -0.271
73 S -2.20 -5.90 6.19  0.769
74 O -3.07 -4.73 6.45  -0.564
75 C -2.56 -6.47 4.53  -0.270
76 H -2.87 -7.13 8.11  0.050
77 H -4.00 -7.38 6.75  0.058
78 H -2.41 -8.21 6.78  0.053
79 H -3.64 -6.61 4.41  0.061
80 H -2.03 -7.40 4.34  0.055
81 H -2.22 -5.70 3.84  0.003
82 C 7.42 2.91 -0.55  -0.294
83 S 6.34 1.84 -1.48  0.849
84 O 5.79 0.83 -0.52  -0.574
85 C 7.62 1.00 -2.42  -0.254
86 H 6.82 3.50 0.14  -0.018
87 H 8.14 2.31 0.01  0.078
88 H 7.94 3.59 -1.23  0.035
89 H 8.32 0.53 -1.73  0.064
90 H 8.13 1.73 -3.05  0.060
91 H 7.15 0.25 -3.04  0.051
92 C -1.29 6.31 -0.07  -0.260
93 S -2.83 5.63 0.54  0.810
94 O -2.80 4.16 0.27  -0.583
95 C -3.89 6.36 -0.71  -0.256
96 H -0.49 5.93 0.56  0.048
97 H -1.14 5.99 -1.10  0.061
98 H -1.32 7.39 0.00  0.059
99 H -3.56 6.04 -1.70  0.064
100 H -3.85 7.45 -0.62  0.059
101 H -4.91 6.02 -0.53  0.055
102 C -2.80 -1.07 -7.60  -0.270
103 S -4.18 -2.03 -6.95  0.772
104 O -3.84 -3.46 -7.14  -0.550
105 C -5.35 -1.58 -8.23  -0.271
106 H -1.94 -1.25 -6.96  0.038
107 H -2.58 -1.39 -8.62  0.061
108 H -3.06 -0.01 -7.58  0.054
109 H -4.96 -1.87 -9.20  0.060
110 H -5.53 -0.51 -8.20  0.054
111 H -6.28 -2.11 -8.03  0.051
112 C -4.24 2.02 3.77  -0.231
113 S -2.59 2.16 3.10  0.798
114 O -1.80 0.97 3.59  -0.587
115 C -2.09 3.58 4.07  -0.236
116 H -4.72 1.15 3.31  0.045
117 H -4.20 1.89 4.85  0.070
118 H -4.80 2.92 3.51  0.066
119 H -2.19 3.35 5.13  0.068
120 H -2.73 4.42 3.81  0.055
121 H -1.06 3.81 3.83  0.058
122 C 7.65 7.46 0.80  -0.250
123 S 7.13 5.88 0.10  0.786
124 O 8.31 5.30 -0.59  -0.552
125 C 6.07 6.58 -1.17  -0.246
126 H 8.36 7.25 1.60  0.055
127 H 8.12 8.06 0.03  0.063
128 H 6.78 7.97 1.22  0.057
129 H 6.65 7.25 -1.81  0.063
130 H 5.25 7.13 -0.70  0.056
131 H 5.67 5.76 -1.76  0.050

* E: -324171.847 eV
* orbital gap: 6.614 eV
* total charge: +1
* HOMO level: -9.0295 eV